Record 1
Molecular formula: C38H44OP2Pb
Method: DFT, the ωB97M-V functional and the def2-TZVPD basis

Last column: Löwdin charge in e.
Cartesian coordinates (Å):
1 Pb 1.3601 -1.6884 -0.2342  1.263
2 C -0.7644 1.5345 -3.5131  -0.094
3 C -0.7334 2.3089 -2.4260  -0.123
4 C -1.8409 3.2028 -2.0040  -0.186
5 C -3.2524 2.5754 -2.0565  -0.179
6 C -3.3520 1.1016 -1.8000  -0.108
7 C -3.2772 0.1729 -2.7612  -0.131
8 C -2.9284 0.3821 -4.1848  -0.182
9 C -1.9114 1.5051 -4.4711  -0.180
10 C 0.5970 -2.5415 2.0985  -0.405
11 H 0.1030 0.9836 -3.8622  0.083
12 H 0.2020 2.4952 -1.9097  0.070
13 H -1.8553 4.0806 -2.6649  0.120
14 H -1.6178 3.5578 -0.9870  0.086
15 H -3.8170 3.0607 -1.2564  0.107
16 H -3.7538 2.8622 -2.9943  0.109
17 H -3.6814 0.8326 -0.7828  0.090
18 H -3.7744 -0.7903 -2.6200  0.072
19 H -3.8491 0.6270 -4.7408  0.122
20 H -2.5567 -0.5729 -4.5805  0.112
21 H -1.4953 1.3262 -5.4710  0.113
22 H -2.4365 2.4714 -4.4867  0.102
23 H 1.4935 -3.1928 1.9127  -0.022
24 H -0.1572 -3.2226 2.5593  0.004
25 H 0.8854 -1.7537 2.7990  0.002
26 P 1.0917 1.0485 0.3377  0.958
27 P -1.2000 -1.4896 1.3917  0.899
28 C -0.6603 1.2071 0.5687  -0.323
29 C -1.5363 0.1828 0.8247  -0.342
30 C 1.8739 2.4666 1.1016  -0.376
31 C 1.4259 3.7774 0.8574  -0.090
32 C 2.0634 4.8477 1.4988  -0.079
33 C 3.1156 4.5976 2.3976  -0.079
34 C 3.5782 3.2854 2.6142  -0.073
35 C 2.9530 2.2189 1.9767  -0.076
36 C 1.7779 1.0409 -1.3700  -0.420
37 C 1.3809 0.0366 -2.3045  -0.328
38 C 2.1528 -0.1910 -3.4535  -0.108
39 C 3.2545 0.6223 -3.7198  -0.085
40 C 3.5759 1.6876 -2.8681  -0.065
41 C 2.8359 1.8995 -1.7001  -0.073
42 C -2.2966 -1.6181 2.8522  -0.326
43 C -2.0057 -0.8159 3.9717  -0.085
44 C -2.7792 -0.9145 5.1351  -0.081
45 C -3.8596 -1.8086 5.1856  -0.087
46 C -4.1600 -2.5939 4.0668  -0.082
47 C -3.3790 -2.5054 2.9073  -0.074
48 C -1.8563 -2.6590 0.1512  -0.378
49 C -1.3787 -3.9857 0.1508  -0.124
50 C -1.6500 -4.8414 -0.9146  -0.082
51 C -2.4969 -4.4173 -1.9457  -0.084
52 C -3.0888 -3.1461 -1.8879  -0.079
53 C -2.7556 -2.2658 -0.8475  -0.086
54 H -1.0310 2.2343 0.6871  0.063
55 H -2.5884 0.4862 0.9343  0.058
56 H 0.5919 3.9548 0.1735  0.098
57 H 1.7315 5.8676 1.2858  0.104
58 H 3.5776 5.4282 2.9322  0.101
59 H 4.4272 3.0895 3.2782  0.108
60 H 3.2628 1.1794 2.1341  0.081
61 H 0.4302 -0.5191 -2.1847  0.048
62 H 1.8842 -1.0078 -4.1439  0.121
63 H 3.8803 0.3984 -4.5941  0.106
64 H 4.4260 2.3390 -3.0798  0.105
65 H 3.0977 2.6940 -1.0024  0.103
66 H -1.1621 -0.1198 3.9241  0.109
67 H -2.5469 -0.2984 6.0064  0.104
68 H -4.4484 -1.8935 6.1027  0.103
69 H -5.0057 -3.2842 4.0905  0.103
70 H -3.5969 -3.1245 2.0362  0.101
71 H -0.7732 -4.3414 0.9788  0.087
72 H -1.2184 -5.8445 -0.9077  0.107
73 H -2.7215 -5.0941 -2.7718  0.102
74 H -3.8269 -2.8564 -2.6461  0.101
75 H -3.1772 -1.2548 -0.8158  0.068
76 C 5.4945 -0.7555 1.1940  -0.076
77 C 4.3021 -1.6671 1.4694  -0.586
78 C 4.1200 -1.8108 2.9772  -0.077
79 O 3.1329 -1.0966 0.9119  -0.514
80 H 5.2799 0.2239 1.6651  0.066
81 H 5.6351 -0.5760 0.1194  0.074
82 H 6.4356 -1.1606 1.5971  0.076
83 H 4.5362 -2.6765 1.0456  0.130
84 H 3.9829 -0.8057 3.4204  0.077
85 H 3.2688 -2.4447 3.2501  0.056
86 H 5.0361 -2.2481 3.3918  0.074

Force components x, y, z for each atom (eV/Å):
Pb 0.4955 -1.1666 1.8106
C 0.0976 0.6943 -0.1465
C 0.5876 0.2714 -0.9919
C -0.2928 0.1906 0.0599
C 0.0963 0.5901 0.4987
C -0.5867 -0.4639 -0.3334
C -1.4070 0.1905 0.5438
C 0.1105 0.3597 -0.6501
C -0.3367 -0.1926 -0.1668
C 1.3385 -2.3657 0.8976
H -0.1551 0.2648 0.3244
H -0.2333 -0.4016 -0.0604
H 0.0822 0.0635 0.2238
H -0.2086 0.0118 -0.2804
H -0.1715 0.0545 -0.1340
H 0.1696 -0.3167 0.3113
H 0.1035 -0.0427 -0.6933
H 0.6736 0.2024 0.3759
H 0.1340 -0.2643 0.0063
H -0.0395 0.1885 -0.0317
H -0.1974 0.1994 0.0892
H 0.2832 -0.2726 -0.1090
H -0.5796 0.2320 0.6173
H 0.5828 0.4044 0.0299
H -0.0094 -0.1316 -0.0600
P 0.0371 -1.5375 -0.4301
P -0.3787 1.0227 -1.6504
C -0.5194 0.0268 0.1462
C -1.3259 0.9845 -0.2038
C 0.1313 0.6569 0.4177
C 0.5812 -0.0585 0.4505
C 0.0221 -0.3471 0.1138
C -0.0785 -0.3255 -0.2654
C -0.1573 0.4173 -0.0416
C -0.4757 0.1198 -0.3409
C -0.2564 -0.0534 -0.4321
C 0.2820 0.4773 -0.1020
C 0.0768 0.0470 0.1265
C 0.2252 -0.1769 -0.0826
C -0.2083 -0.1117 0.2029
C 0.1448 -0.5390 -0.2393
C 0.0450 0.0887 0.1591
C -0.1662 -0.1073 0.1002
C -0.1228 -0.1594 -0.3082
C 0.3062 0.0758 -0.2664
C 0.1537 0.0768 -0.0383
C 0.0590 0.0710 0.2481
C 0.2943 -0.1080 0.1865
C 0.1482 0.1344 -0.1848
C -0.3469 0.2026 0.0462
C -0.0496 0.0761 0.1924
C 0.2057 -0.1526 0.2943
C -0.0935 -0.0029 -0.2328
H -0.1254 -0.3896 -0.3183
H 0.4111 0.3853 0.6915
H 0.2726 -0.0055 0.1571
H 0.1517 -0.3127 0.2189
H -0.0618 -0.2020 -0.2165
H -0.3892 0.1819 -0.1918
H -0.0743 0.3975 -0.1065
H 0.6955 0.7047 -0.2104
H 0.1092 0.5373 0.3754
H -0.3150 0.2431 0.3816
H -0.2582 -0.2297 -0.0299
H 0.0729 -0.1782 -0.2898
H -0.2909 -0.2427 0.0686
H -0.0266 -0.1778 -0.3069
H 0.1518 0.0215 -0.3664
H 0.2590 0.2019 0.0202
H -0.0490 0.1199 0.2695
H 0.0068 0.0473 -0.2522
H -0.1928 0.2941 -0.1051
H 0.0160 0.2222 0.2244
H 0.4272 -0.0974 0.2850
H 0.2482 -0.6674 0.0561
C 0.0473 0.4222 -0.0856
C -0.5411 -0.2521 -0.3660
C 0.2851 0.1006 0.1634
O 0.4875 -0.0096 -0.0945
H 0.2723 -0.3734 -0.1859
H -0.1328 -0.1184 0.2097
H -0.2801 0.1128 -0.0096
H -0.2340 0.4046 0.1128
H -0.0149 -0.4275 -0.1245
H 0.1470 0.1560 -0.1491
H -0.1456 0.0339 0.1777

The orbital gap (alpha / beta) is 4.7499 / 5.1637 eV. Its HOMO energy (alpha / beta) is -4.7 / -5.1 eV. The largest force on an atom is 0.0557 hartree/bohr.

Record 2
Molecular formula: C38H45AsN12V
Method: DFT, the ωB97M-V functional and the def2-TZVPD basis

Last column: Löwdin charge in e.
Cartesian coordinates (Å):
1 V -0.0155 -0.2028 0.1412  0.894
2 N 0.4868 1.8081 2.9344  0.219
3 C 0.3366 0.5157 3.2163  -0.421
4 N 0.4271 0.1643 4.4840  0.212
5 C 0.2161 -1.1212 4.7719  -0.375
6 N 0.3791 -1.5499 5.9999  0.259
7 N -0.2093 -2.0537 3.8470  0.226
8 C -0.2800 -1.6232 2.6422  -0.283
9 N 0.0564 -0.3640 2.1782  0.031
10 C -0.9135 -2.5061 1.6256  -0.181
11 C -1.4362 -3.7339 1.9431  0.057
12 C -2.2094 -4.3981 0.9944  0.047
13 C -2.4581 -3.7809 -0.2201  0.020
14 C -1.8841 -2.5527 -0.4808  -0.080
15 N -1.0985 -1.9208 0.4139  -0.009
16 H 0.8489 2.3774 3.6877  0.147
17 H 0.6995 2.1123 1.9999  0.064
18 H 0.6626 -0.9104 6.7289  0.151
19 H 0.1971 -2.5144 6.2349  0.148
20 H -1.2630 -4.1401 2.9301  0.140
21 H -2.6405 -5.3654 1.2206  0.146
22 H -3.0997 -4.2390 -0.9604  0.138
23 H -2.0685 -2.0429 -1.4128  0.117
24 C 1.5330 -2.6870 -1.5280  -0.003
25 N 0.4710 -2.5396 -2.5014  -0.064
26 C 0.3995 -3.4562 -3.6553  -0.048
27 C -0.5203 -2.7088 -4.6206  -0.048
28 N -0.7710 -1.4163 -3.9346  -0.030
29 C -1.6459 -0.4661 -4.6437  0.015
30 C -0.1492 -1.3879 -2.7630  -0.327
31 N -0.1519 -0.3609 -1.8291  -0.022
32 C -0.6929 0.9330 -2.3162  -0.188
33 C -0.4159 1.9873 -1.2817  -0.176
34 N -0.8255 1.4508 0.0661  -0.054
35 C -1.5746 2.2716 0.9003  -0.351
36 N -1.3228 3.5488 1.0972  -0.057
37 C -0.2224 4.3527 0.5757  0.017
38 C -2.4195 4.1574 1.8897  -0.031
39 C -3.1676 2.9225 2.4128  -0.033
40 N -2.6179 1.8299 1.5741  -0.043
41 C -3.2936 0.5503 1.4266  0.017
42 H 2.0902 -3.5956 -1.7497  0.127
43 H 1.1594 -2.7894 -0.5068  0.078
44 H 2.2247 -1.8566 -1.6132  0.061
45 H 0.0029 -4.4223 -3.3500  0.140
46 H 1.4003 -3.6038 -4.0599  0.142
47 H -1.4732 -3.2120 -4.7766  0.142
48 H -0.0646 -2.5229 -5.5911  0.147
49 H -2.1096 -1.0226 -5.4538  0.113
50 H -1.0787 0.3512 -5.0820  0.108
51 H -2.4453 -0.0940 -4.0129  0.092
52 H -1.7731 0.8560 -2.4355  0.120
53 H -0.2604 1.2633 -3.2608  0.137
54 H -0.9665 2.8903 -1.5470  0.143
55 H 0.6427 2.2397 -1.2653  0.083
56 H 0.6609 3.7337 0.4125  0.075
57 H 0.0250 5.1023 1.3245  0.116
58 H -0.4990 4.8577 -0.3486  0.114
59 H -3.0250 4.7954 1.2466  0.147
60 H -1.9975 4.7613 2.6893  0.142
61 H -4.2444 2.9827 2.2748  0.143
62 H -2.9564 2.7184 3.4619  0.140
63 H -3.0547 -0.1213 2.2524  0.101
64 H -3.0093 0.0902 0.4830  0.075
65 H -4.3686 0.7207 1.4117  0.116
66 C 4.6406 3.3977 3.0390  -0.021
67 C 4.2619 2.1640 3.5661  -0.037
68 C 3.6132 1.2372 2.7673  -0.115
69 C 3.3525 1.5572 1.4358  -0.382
70 C 3.7342 2.7807 0.8959  -0.094
71 C 4.3802 3.7047 1.7119  -0.035
72 As 2.6112 0.2265 0.2681  1.384
73 C 3.6027 -1.3671 0.6085  -0.332
74 C 3.5311 -2.2184 1.7001  -0.087
75 C 4.4635 -3.2438 1.7931  -0.035
76 C 5.4369 -3.3846 0.8087  -0.010
77 C 5.4882 -2.5243 -0.2819  0.024
78 C 4.5579 -1.4996 -0.4009  -0.195
79 C 4.4688 -0.5253 -1.5216  -0.193
80 C 5.2927 -0.5071 -2.6401  0.023
81 C 5.0984 0.4464 -3.6299  -0.012
82 C 4.0850 1.3945 -3.5230  -0.037
83 C 3.2544 1.3973 -2.4111  -0.094
84 C 3.4571 0.4379 -1.4280  -0.328
85 H 5.1627 4.1111 3.6629  0.130
86 H 4.4962 1.9210 4.5943  0.126
87 H 3.3604 0.2678 3.1794  0.098
88 H 3.5771 3.0110 -0.1511  0.099
89 H 4.7019 4.6516 1.2989  0.127
90 H 2.7838 -2.0958 2.4761  0.094
91 H 4.4418 -3.9243 2.6337  0.124
92 H 6.1709 -4.1749 0.8939  0.132
93 H 6.2622 -2.6563 -1.0271  0.128
94 H 6.0954 -1.2257 -2.7441  0.128
95 H 5.7522 0.4571 -4.4919  0.132
96 H 3.9569 2.1382 -4.2980  0.125
97 H 2.4934 2.1623 -2.3213  0.092

Force components x, y, z for each atom (eV/Å):
V 0.5573 -0.7725 -0.4577
N 0.1106 0.3016 0.0461
C -0.0349 -0.3084 -0.0285
N 0.0214 0.0200 -0.2892
C -0.0541 -0.3301 0.1621
N 0.0459 0.0896 0.0119
N 0.1283 0.2582 0.1783
C -0.0616 -0.0095 -0.4597
N -0.2112 -0.1707 0.7390
C -0.0537 0.4774 -0.0774
C 0.0095 -0.2386 0.0568
C 0.0102 -0.0344 0.1008
C -0.0415 -0.0089 -0.0710
C 0.1454 0.0781 0.1490
N -0.2193 -0.3995 0.0797
H -0.0037 0.0094 0.0065
H 0.0796 -0.0774 0.0038
H -0.0063 -0.0017 0.0017
H -0.0175 -0.0034 -0.0091
H -0.0091 -0.0172 -0.0171
H 0.0086 0.0057 -0.0013
H 0.0046 -0.0015 0.0025
H -0.0138 0.0325 -0.0316
C 0.0475 -0.0829 0.0123
N 0.1200 -0.1335 -0.0745
C 0.0161 0.0651 0.0349
C -0.0198 0.1008 0.0631
N -0.0214 -0.0397 -0.2328
C -0.0301 -0.1945 -0.0120
C -0.0982 0.3634 0.4502
N -0.2547 0.3137 -0.0094
C -0.0202 -0.0466 0.1066
C -0.2381 0.2943 0.1956
N 0.2200 0.5454 -0.4925
C 0.3512 -0.4976 -0.3861
N -0.2054 0.3728 -0.0424
C -0.0276 -0.0822 0.2075
C 0.1767 -0.0960 -0.0035
C 0.0386 -0.0950 -0.0663
N -0.2597 0.0907 0.0692
C 0.0260 0.0812 0.0427
H -0.0535 -0.0221 0.0115
H -0.0187 0.0193 0.0200
H 0.1068 0.1024 0.0545
H -0.0028 -0.0140 0.0105
H 0.0044 0.0008 -0.0276
H -0.0067 -0.0222 0.0007
H 0.0084 -0.0058 -0.0163
H 0.0075 0.0124 -0.0198
H -0.0026 0.0153 -0.0017
H -0.0160 -0.0174 -0.0412
H 0.0111 0.0310 -0.0282
H 0.1032 -0.1723 0.0086
H -0.0471 -0.0282 0.1425
H 0.0433 0.0479 -0.0147
H -0.0265 0.0373 -0.0081
H 0.0214 0.0410 -0.0253
H 0.0146 0.0531 -0.0161
H -0.0398 -0.0060 -0.0049
H -0.0274 0.0173 0.0165
H -0.0069 0.0381 -0.0041
H -0.0054 -0.0121 0.0253
H -0.0148 0.0028 0.0264
H 0.0127 0.0070 -0.0011
H -0.0083 0.0015 0.0347
C 0.0024 -0.0569 0.0558
C 0.0193 0.0690 -0.0057
C 0.0611 0.0598 0.0284
C -0.1385 -0.0317 -0.0297
C -0.0360 0.1878 0.1220
C -0.0529 -0.0214 -0.1107
As -0.2381 0.0657 -0.0389
C -0.2761 0.0998 0.1550
C 0.0944 -0.0769 -0.0353
C 0.0032 0.0151 -0.0187
C 0.0006 0.0015 0.0052
C 0.0502 -0.0406 -0.0207
C 0.0844 -0.0325 -0.2002
C 0.1116 -0.1323 0.0309
C 0.0394 -0.0427 -0.0326
C -0.0046 0.0310 -0.0089
C 0.0247 -0.0212 -0.0166
C 0.0962 -0.0574 -0.0024
C -0.0423 0.0301 0.0450
H -0.0087 -0.0031 0.0050
H 0.0016 -0.0010 -0.0103
H -0.0253 -0.0353 -0.0314
H 0.0092 -0.0203 -0.0070
H 0.0070 -0.0042 0.0077
H -0.0139 0.0277 -0.0085
H 0.0105 0.0010 -0.0076
H -0.0063 -0.0007 -0.0001
H -0.0112 -0.0024 0.0159
H -0.0098 0.0092 -0.0025
H -0.0082 0.0052 -0.0005
H 0.0085 -0.0010 0.0028
H -0.0250 -0.0066 0.0140

The orbital gap (alpha / beta) is 5.1712 / 6.0103 eV. Its HOMO energy (alpha / beta) is -17.9 / -17.9 eV. Its multiplicity is 2. The largest force on an atom is 0.0206 hartree/bohr. Its net charge is +4.